Entry 1:
{"formula": "C5H8N4O2", "method": "ωB97M-V/def2-TZVPD", "e_lumo_ev": 0.1, "gap_ev": 9.30, "relative_energy_kj_mol": 252.9, "fmax_ev_per_a": 5.289, "elements": ["C", "C", "C", "C", "C", "N", "N", "N", "N", "O", "O", "H", "H", "H", "H", "H", "H", "H", "H"], "xyz": [[-1.929, 0.754, -0.340], [-2.616, -1.080, 0.280], [-0.761, -0.053, -0.201], [1.644, -1.070, -0.226], [0.618, 0.137, -0.451], [-3.029, 0.145, 0.021], [-1.271, -1.247, 0.200], [1.317, 0.990, 1.292], [0.973, 0.947, -1.461], [1.387, -2.129, -0.805], [2.695, -0.720, 0.397], [-1.778, 1.846, -0.564], [-3.366, -1.863, 0.679], [-0.543, -1.984, 0.263], [0.933, 0.737, 2.166], [1.494, 2.004, 1.325], [1.833, 0.706, -1.809], [2.096, 0.458, 1.171], [0.302, 1.421, -1.937]]}

***

Entry 2:
{"formula": "C39H31Co2NO5P", "method": "ωB97M-V/def2-TZVPD", "charge": -1, "e_lumo_ev": 2.5, "gap_ev": 5.32, "relative_energy_kj_mol": 216.0, "fmax_ev_per_a": 4.477, "elements": ["C", "C", "C", "C", "C", "N", "C", "C", "H", "H", "H", "H", "H", "H", "H", "H", "H", "O", "C", "Co", "C", "O", "C", "O", "C", "C", "C", "C", "C", "C", "C", "C", "C", "Co", "C", "O", "C", "O", "P", "C", "C", "C", "C", "C", "C", "C", "C", "C", "C", "C", "C", "C", "C", "C", "C", "C", "C", "H", "H", "H", "H", "H", "H", "H", "H", "H", "H", "H", "H", "H", "H", "H", "H", "H", "H", "H", "H", "H", "H"], "xyz": [[2.876, -7.679, -1.380], [2.674, -6.326, -0.766], [1.557, -5.536, -1.101], [1.544, -4.173, -0.828], [2.606, -3.611, -0.082], [2.579, -2.245, 0.181], [3.679, -4.418, 0.354], [3.661, -5.788, 0.085], [3.789, -8.116, -0.982], [2.053, -8.352, -1.142], [2.993, -7.623, -2.468], [0.703, -5.988, -1.612], [0.747, -3.516, -1.192], [3.487, -1.806, 0.368], [2.094, -1.794, -0.593], [4.522, -3.932, 0.858], [4.462, -6.432, 0.479], [0.158, -2.942, 2.425], [0.271, -1.904, 1.908], [0.204, -0.312, 1.152], [1.456, 0.326, -0.008], [2.430, 0.469, -0.654], [-1.020, -1.188, 0.253], [-1.764, -1.977, -0.182], [-0.102, 1.137, 2.213], [0.964, 0.381, 2.599], [1.976, 0.056, 3.415], [3.295, 0.553, 3.208], [4.346, 0.052, 4.022], [5.665, 0.289, 3.661], [5.966, 1.141, 2.586], [4.936, 1.805, 1.906], [3.609, 1.455, 2.149], [-0.084, 2.067, 0.520], [1.021, 2.929, -0.526], [1.705, 3.571, -1.211], [-0.600, 3.559, 1.248], [-0.969, 4.598, 1.606], [-1.844, 1.871, -0.546], [-1.851, 0.960, -2.135], [-3.020, 0.980, -2.904], [-3.040, 0.337, -4.142], [-1.896, -0.328, -4.598], [-0.737, -0.352, -3.818], [-0.697, 0.327, -2.602], [-3.251, 1.196, 0.420], [-3.999, 0.107, -0.038], [-5.098, -0.348, 0.694], [-5.393, 0.226, 1.933], [-4.632, 1.300, 2.404], [-3.547, 1.774, 1.662], [-2.549, 3.468, -1.157], [-3.868, 3.854, -0.889], [-4.320, 5.115, -1.296], [-3.465, 5.973, -1.996], [-2.171, 5.554, -2.321], [-1.717, 4.298, -1.916], [-0.877, 1.531, 2.866], [1.794, -0.615, 4.257], [4.077, -0.534, 4.910], [6.467, -0.192, 4.225], [7.003, 1.344, 2.307], [5.166, 2.592, 1.186], [2.796, 1.924, 1.575], [-3.908, 1.488, -2.521], [-3.955, 0.356, -4.733], [-1.912, -0.829, -5.566], [0.146, -0.897, -4.140], [0.225, 0.374, -2.019], [-3.743, -0.371, -0.982], [-5.714, -1.150, 0.284], [-6.217, -0.170, 2.529], [-4.884, 1.784, 3.346], [-2.938, 2.597, 2.040], [-4.545, 3.181, -0.358], [-5.344, 5.414, -1.062], [-3.813, 6.964, -2.295], [-1.504, 6.202, -2.886], [-0.713, 3.966, -2.188]]}

***

Entry 3:
{"formula": "C8H16O2", "method": "ωB97M-V/def2-TZVPD", "e_lumo_ev": 0.6, "smiles": "C=C/C(=C\\C)C(=C)C.O.O", "gap_ev": 9.59, "relative_energy_kj_mol": 301.4, "fmax_ev_per_a": 3.769, "elements": ["C", "C", "C", "C", "C", "C", "C", "C", "H", "H", "H", "H", "H", "H", "H", "H", "H", "H", "H", "H", "O", "H", "H", "O", "H", "H"], "xyz": [[-1.210, -0.629, -1.915], [-1.086, -0.246, -0.633], [-0.059, -0.760, 0.258], [-0.271, -1.771, 1.105], [-1.568, -2.503, 1.196], [1.249, -0.087, 0.189], [1.931, 0.053, -0.943], [1.790, 0.404, 1.487], [-0.486, -1.369, -2.329], [-1.981, -0.305, -2.537], [-1.796, 0.499, -0.202], [0.492, -2.129, 1.737], [-2.408, -1.800, 1.318], [-1.814, -3.132, 0.284], [-1.590, -3.178, 2.032], [1.592, -0.283, -1.890], [2.878, 0.531, -1.018], [1.087, 0.773, 2.185], [2.324, -0.466, 2.088], [2.583, 1.225, 1.364], [-0.624, 2.678, 0.477], [-0.051, 1.944, 0.717], [-0.239, 3.500, 0.808], [-0.121, 2.632, -2.164], [-0.383, 2.698, -1.287], [-0.237, 1.720, -2.327]]}

***

Entry 4:
{"formula": "C46H53AsBrClGeN6O2STeV", "method": "ωB97M-V/def2-TZVPD", "charge": 1, "e_lumo_ev": [-2.7, -2.5], "multiplicity": 3, "gap_ev": [6.58, 6.86], "relative_energy_kj_mol": 122.8, "fmax_ev_per_a": 3.781, "elements": ["V", "C", "N", "C", "C", "N", "C", "S", "H", "H", "H", "H", "H", "H", "H", "H", "C", "C", "C", "C", "C", "C", "Ge", "C", "C", "C", "C", "C", "C", "C", "C", "C", "C", "C", "C", "H", "H", "H", "H", "H", "H", "H", "H", "H", "H", "H", "H", "H", "H", "H", "N", "C", "N", "C", "C", "O", "C", "C", "H", "H", "H", "H", "H", "H", "H", "H", "C", "As", "C", "C", "O", "H", "H", "H", "H", "H", "H", "H", "H", "H", "Cl", "C", "C", "C", "C", "N", "C", "H", "H", "H", "H", "Te", "C", "C", "C", "C", "C", "C", "H", "H", "H", "H", "H", "Br", "C", "C", "C", "C", "N", "C", "H", "H", "H", "H"], "xyz": [[6.301, 16.215, 14.943], [7.130, 13.424, 6.694], [7.431, 12.892, 7.968], [8.725, 12.247, 8.094], [8.661, 11.598, 9.473], [7.297, 11.859, 9.835], [6.572, 12.512, 8.922], [4.921, 12.841, 8.953], [7.818, 14.153, 6.404], [6.143, 13.918, 6.745], [7.009, 12.669, 5.942], [9.528, 12.961, 8.017], [8.865, 11.440, 7.343], [9.359, 12.035, 10.158], [8.872, 10.546, 9.509], [6.954, 11.565, 10.774], [12.409, 14.473, 16.607], [12.255, 15.592, 15.839], [11.118, 15.792, 15.071], [10.059, 14.847, 15.085], [10.271, 13.676, 15.854], [11.431, 13.475, 16.602], [8.425, 14.937, 14.034], [9.021, 15.759, 12.265], [8.244, 15.359, 11.184], [8.414, 15.796, 9.926], [9.505, 16.638, 9.675], [10.337, 17.013, 10.708], [10.078, 16.622, 12.048], [8.485, 13.080, 13.163], [7.501, 12.077, 13.293], [7.761, 10.745, 12.938], [9.035, 10.380, 12.511], [9.980, 11.387, 12.272], [9.692, 12.735, 12.537], [13.204, 14.360, 17.336], [12.938, 16.381, 15.774], [10.974, 16.646, 14.417], [9.656, 12.811, 15.653], [11.541, 12.515, 17.128], [7.450, 14.707, 11.437], [7.806, 15.454, 9.093], [9.779, 17.020, 8.693], [11.154, 17.694, 10.474], [10.738, 17.037, 12.763], [6.579, 12.160, 13.829], [7.046, 9.979, 13.134], [9.365, 9.361, 12.286], [11.001, 11.145, 11.940], [10.523, 13.456, 12.261], [7.280, 15.708, 16.716], [7.855, 15.639, 17.715], [8.188, 15.752, 18.986], [7.174, 16.175, 19.939], [7.754, 17.225, 20.840], [8.891, 16.741, 21.531], [9.876, 16.444, 20.547], [9.424, 15.314, 19.645], [6.815, 15.387, 20.511], [6.416, 16.776, 19.350], [6.963, 17.526, 21.462], [7.993, 18.109, 20.201], [10.853, 16.299, 21.051], [10.005, 17.373, 20.008], [9.310, 14.414, 20.286], [10.144, 15.162, 18.864], [5.023, 16.304, 10.322], [5.578, 17.407, 11.858], [7.091, 18.652, 11.611], [4.004, 18.510, 12.245], [5.753, 16.417, 13.178], [4.684, 16.992, 9.539], [4.211, 15.712, 10.814], [5.774, 15.661, 9.930], [6.764, 19.689, 11.837], [7.456, 18.552, 10.613], [7.816, 18.249, 12.297], [4.231, 19.594, 12.098], [3.735, 18.298, 13.256], [3.117, 18.149, 11.683], [6.402, 21.788, 13.808], [7.307, 20.453, 14.470], [8.595, 20.634, 14.878], [9.323, 19.571, 15.472], [8.719, 18.288, 15.377], [7.432, 18.154, 14.985], [6.723, 19.229, 14.670], [9.062, 21.631, 14.819], [10.394, 19.653, 15.755], [9.296, 17.447, 15.685], [5.669, 19.089, 14.466], [4.574, 17.411, 16.818], [2.758, 17.806, 15.770], [2.358, 19.157, 15.773], [1.238, 19.612, 15.068], [0.573, 18.654, 14.323], [0.953, 17.323, 14.304], [2.040, 16.850, 15.085], [2.938, 19.916, 16.315], [0.853, 20.679, 15.146], [-0.245, 19.012, 13.693], [0.320, 16.658, 13.720], [2.272, 15.774, 15.120], [4.687, 11.389, 17.814], [4.436, 12.238, 16.179], [3.682, 11.710, 15.075], [3.595, 12.504, 13.945], [4.276, 13.706, 13.849], [5.006, 14.131, 14.885], [5.075, 13.442, 16.081], [3.258, 10.730, 15.033], [3.062, 12.198, 13.061], [4.282, 14.398, 12.982], [5.679, 13.795, 16.866]]}

***

Entry 5:
{"formula": "C5H10O", "method": "ωB97M-V/def2-TZVPD", "e_lumo_ev": -0.1, "gap_ev": 8.21, "relative_energy_kj_mol": 433.7, "fmax_ev_per_a": 0.336, "elements": ["C", "C", "C", "O", "C", "C", "H", "H", "H", "H", "H", "H", "H", "H", "H", "H"], "xyz": [[1.584, -1.069, -0.579], [1.242, 0.317, -0.207], [-1.008, 1.517, -1.002], [-0.703, 1.561, 0.377], [0.104, 0.457, 0.762], [-0.777, -0.732, 1.164], [2.304, -1.399, 0.191], [2.126, -1.106, -1.530], [0.761, -1.800, -0.572], [-0.087, 1.574, -1.600], [-1.558, 0.602, -1.275], [-1.632, 2.383, -1.229], [0.646, 0.784, 1.671], [-1.490, -0.410, 1.929], [-0.170, -1.544, 1.582], [-1.343, -1.135, 0.317]]}

***

Entry 6:
{"formula": "C2H3N5O", "method": "ωB97M-V/def2-TZVPD", "e_lumo_ev": -1.3, "smiles": "[H]/N=c1\\nnncn1O", "gap_ev": 8.43, "relative_energy_kj_mol": 592.9, "fmax_ev_per_a": 5.793, "elements": ["H", "N", "C", "N", "N", "N", "C", "N", "O", "H", "H"], "xyz": [[-1.965, -1.039, -1.153], [-1.584, -0.203, -0.814], [-0.433, -0.476, -0.463], [0.443, -1.419, -0.780], [1.721, -1.501, -0.349], [1.980, -0.685, 0.782], [1.123, 0.438, 0.882], [-0.038, 0.656, 0.222], [-0.911, 1.818, 0.283], [1.305, 1.161, 1.724], [-1.642, 1.250, -0.334]]}

***

Entry 7:
{"formula": "C36H64ClFN4O9", "method": "ωB97M-V/def2-TZVPD", "e_lumo_ev": -0.2, "smiles": "CCN[C@@](C#N)(C(=O)NC(=O)F)[C@@H](Cl)C#N.C1CCOC1.C1CCOC1.C1CCOC1.C1CCOC1.C1CCOC1.C1CCOC1.C1CCOC1", "gap_ev": 9.06, "fmax_ev_per_a": 6.419, "elements": ["C", "C", "N", "C", "C", "N", "C", "O", "N", "C", "O", "F", "C", "Cl", "C", "N", "H", "H", "H", "H", "H", "H", "H", "H", "C", "C", "C", "O", "C", "H", "H", "H", "H", "H", "H", "H", "H", "C", "C", "C", "O", "C", "H", "H", "H", "H", "H", "H", "H", "H", "C", "C", "C", "O", "C", "H", "H", "H", "H", "H", "H", "H", "H", "C", "C", "C", "O", "C", "H", "H", "H", "H", "H", "H", "H", "H", "C", "C", "C", "O", "C", "H", "H", "H", "H", "H", "H", "H", "H", "C", "C", "C", "O", "C", "H", "H", "H", "H", "H", "H", "H", "H", "C", "C", "C", "O", "C", "H", "H", "H", "H", "H", "H", "H", "H"], "xyz": [[-3.533, -3.043, -0.222], [-2.401, -3.786, 0.698], [-2.729, -3.599, 2.148], [-2.454, -4.804, 2.969], [-1.029, -5.500, 2.627], [-0.054, -6.039, 2.161], [-2.307, -4.320, 4.526], [-2.271, -5.183, 5.460], [-2.160, -2.907, 4.932], [-3.433, -2.312, 5.361], [-4.471, -2.237, 4.665], [-3.507, -1.808, 6.701], [-3.642, -5.907, 2.860], [-3.160, -7.570, 3.498], [-4.956, -5.384, 3.647], [-5.975, -4.989, 4.163], [-4.545, -3.462, 0.142], [-3.347, -3.289, -1.338], [-3.506, -1.904, -0.124], [-2.403, -4.882, 0.343], [-1.418, -3.235, 0.465], [-3.728, -3.315, 2.195], [-1.673, -2.334, 4.224], [-3.978, -6.081, 1.768], [-2.167, 1.981, 2.455], [-2.261, 2.448, 3.891], [-2.826, 1.225, 4.584], [-2.356, 0.080, 3.857], [-1.778, 0.526, 2.621], [-1.453, 2.546, 1.854], [-3.151, 2.052, 1.977], [-1.259, 2.666, 4.275], [-2.879, 3.337, 4.025], [-3.921, 1.218, 4.548], [-2.511, 1.153, 5.626], [-0.691, 0.413, 2.699], [-2.136, -0.101, 1.800], [1.924, 2.227, -1.352], [1.262, 3.482, -1.871], [-0.031, 3.508, -1.081], [0.242, 2.883, 0.182], [1.522, 2.239, 0.110], [3.006, 2.209, -1.495], [1.497, 1.350, -1.849], [1.872, 4.355, -1.617], [1.102, 3.480, -2.950], [-0.814, 2.926, -1.580], [-0.402, 4.523, -0.916], [2.226, 2.825, 0.710], [1.453, 1.235, 0.535], [3.018, 0.183, -5.778], [2.357, 1.439, -6.297], [1.064, 1.465, -5.508], [1.335, 0.839, -4.245], [2.615, 0.195, -4.317], [4.100, 0.165, -5.920], [2.592, -0.694, -6.276], [2.968, 2.312, -6.042], [2.198, 1.437, -7.377], [0.282, 0.884, -6.008], [0.693, 2.479, -5.344], [3.319, 0.781, -3.716], [2.545, -0.809, -3.892], [3.074, -7.828, 1.125], [4.571, -7.771, 1.323], [5.063, -7.464, -0.077], [4.037, -6.695, -0.718], [2.851, -6.746, 0.088], [2.503, -7.663, 2.041], [2.791, -8.803, 0.715], [4.825, -6.946, 1.998], [4.996, -8.689, 1.733], [5.207, -8.382, -0.658], [6.000, -6.901, -0.079], [2.724, -5.766, 0.559], [1.983, -6.944, -0.545], [-4.514, 3.851, 8.836], [-4.306, 2.376, 9.093], [-3.740, 1.902, 7.770], [-3.013, 3.005, 7.208], [-3.327, 4.188, 7.957], [-4.556, 4.454, 9.744], [-5.445, 4.003, 8.280], [-3.564, 2.239, 9.888], [-5.216, 1.848, 9.382], [-4.538, 1.635, 7.070], [-3.074, 1.043, 7.884], [-2.448, 4.446, 8.558], [-3.533, 5.013, 7.271], [1.206, -0.906, -11.504], [0.553, -1.764, -10.445], [1.369, -1.421, -9.214], [1.812, -0.066, -9.373], [1.558, 0.345, -10.724], [0.564, -0.706, -12.364], [2.120, -1.392, -11.864], [-0.486, -1.451, -10.303], [0.560, -2.831, -10.677], [2.258, -2.057, -9.136], [0.793, -1.514, -8.290], [0.720, 1.051, -10.708], [2.437, 0.856, -11.124], [3.126, 8.647, -0.445], [3.679, 7.729, 0.620], [3.234, 6.367, 0.124], [3.186, 6.442, -1.308], [3.302, 7.816, -1.700], [3.633, 9.613, -0.499], [2.062, 8.829, -0.263], [4.773, 7.785, 0.627], [3.320, 7.954, 1.626], [2.228, 6.124, 0.481], [3.914, 5.568, 0.428], [4.297, 7.958, -2.134], [2.554, 8.045, -2.463]]}

***

Entry 8:
{"formula": "C5H7NO3", "method": "ωB97M-V/def2-TZVPD", "e_lumo_ev": 0.8, "smiles": "C=CCO/[N+]([O-])=C1\\CO1", "gap_ev": 9.46, "relative_energy_kj_mol": 867.1, "fmax_ev_per_a": 5.100, "elements": ["C", "C", "C", "O", "N", "O", "C", "C", "O", "H", "H", "H", "H", "H", "H", "H"], "xyz": [[0.246, -1.089, -0.870], [0.811, -0.594, 0.197], [1.579, 0.775, 0.252], [0.685, 1.922, 0.429], [-0.235, 1.936, -0.728], [0.193, 2.359, -1.764], [-1.299, 1.302, -0.438], [-2.473, 0.743, 0.095], [-2.286, 0.892, -1.346], [0.371, -0.751, -1.829], [-0.382, -1.916, -0.695], [0.730, -0.904, 1.319], [2.307, 0.934, 0.999], [2.260, 0.906, -0.553], [-2.463, -0.226, 0.556], [-3.242, 1.260, 0.522]]}

***

Entry 9:
{"formula": "C4H9NO", "method": "ωB97M-V/def2-TZVPD", "e_lumo_ev": 0.6, "smiles": "N=C=O.CCC", "gap_ev": 10.69, "relative_energy_kj_mol": 373.9, "fmax_ev_per_a": 4.687, "elements": ["N", "C", "O", "H", "C", "C", "C", "H", "H", "H", "H", "H", "H", "H", "H"], "xyz": [[-1.870, 0.121, -0.867], [-1.720, 0.149, 0.370], [-1.954, 0.657, 1.420], [-2.555, 0.696, -1.333], [0.014, -1.123, 0.735], [1.087, 0.336, 0.424], [1.123, 0.649, -1.019], [0.726, -1.822, 0.292], [0.130, -1.188, 1.813], [-0.839, -1.746, 0.440], [2.018, -0.030, 0.849], [0.621, 1.093, 1.048], [0.082, 0.489, -1.407], [1.815, 0.012, -1.566], [1.322, 1.707, -1.199]]}